Entry 1:
100
Properties=species:S:1:pos:R:3:forces:R:3:lowdin_charge:R:1 method="wB97M-V/def2-TZVPD" total_charge=-1 multiplicity=1 e_tot_ev=-175519.24228
C 3.931 4.234 -2.926 -0.350 0.515 0.283 -0.102
C 2.917 3.815 -1.851 -0.511 0.186 -1.192 -0.380
N 2.707 2.378 -1.799 0.845 -0.685 1.826 -0.214
Nb 3.752 1.100 -0.497 -1.674 1.210 0.602 1.761
C 5.275 2.704 0.117 -0.340 -0.124 -0.306 -0.383
C 4.985 3.364 1.482 0.686 0.084 -0.431 -0.201
C 2.328 -0.512 -1.312 1.223 -0.081 -0.598 -0.327
C 2.747 -1.989 -1.262 -0.402 -0.056 -0.371 -0.287
C 3.705 -2.420 -2.365 -0.391 -1.041 0.207 -0.257
O 3.316 -3.732 -2.866 0.333 -0.239 0.228 -0.106
C 2.361 1.477 1.259 0.369 0.284 -0.204 -0.321
C 1.549 2.781 1.224 -0.339 -0.466 0.236 -0.345
C 0.341 2.730 0.273 0.195 0.774 0.438 -0.451
S -1.198 3.301 1.119 0.037 -0.108 -0.235 0.863
C -2.028 1.730 1.349 0.724 -0.292 -0.070 -1.086
S -1.918 1.023 2.811 -0.119 -0.141 0.198 0.716
N -2.676 1.171 0.256 -1.131 1.204 1.187 -0.141
C -3.278 2.151 -0.665 -0.044 -0.813 -0.904 -0.178
C -3.678 1.392 -1.948 0.449 0.753 0.366 -0.186
O -3.947 0.037 -1.703 -0.539 0.074 -0.271 -0.142
C -4.699 -0.043 -0.511 1.016 -0.041 0.335 -0.178
C -3.774 0.272 0.685 -0.264 -0.593 -0.775 -0.181
C 5.005 -0.405 0.657 -0.248 0.129 0.431 -0.404
C 4.642 -0.641 2.093 -0.086 -0.594 -0.622 -0.784
C 3.384 -1.449 2.331 -0.208 0.157 0.267 -0.188
Br 6.135 -1.699 2.964 0.139 0.061 0.336 0.541
P 5.443 0.631 -2.476 0.743 0.211 0.912 0.382
O 6.345 -0.501 -2.216 0.291 -0.946 -0.256 -0.386
O 6.444 1.953 -2.693 -0.730 0.169 -0.966 -0.258
O 4.713 0.460 -3.949 0.292 0.542 -0.393 -0.247
H 3.585 5.160 -3.376 0.007 0.267 -0.133 0.060
H 4.912 4.440 -2.521 0.332 -0.368 -0.050 0.053
H 3.946 3.497 -3.718 0.230 -0.240 -0.125 0.049
H 3.169 4.288 -0.904 0.179 -0.226 0.290 0.079
H 1.986 4.281 -2.173 -0.345 0.067 0.169 0.091
H 1.761 2.094 -2.013 0.056 0.049 -0.426 0.029
H 6.244 2.230 0.234 0.247 -0.321 -0.262 0.028
H 5.439 3.475 -0.632 0.022 0.139 -0.120 0.006
H 4.753 2.641 2.253 -0.378 -0.086 0.200 0.036
H 5.905 3.845 1.810 0.143 0.219 0.180 0.055
H 4.246 4.155 1.426 -0.413 -0.064 0.123 0.040
H 1.344 -0.415 -0.857 -0.112 0.302 0.354 0.025
H 2.185 -0.271 -2.367 -0.146 0.024 -0.248 0.025
H 1.865 -2.603 -1.429 -0.284 -0.181 -0.001 0.095
H 3.148 -2.312 -0.306 0.050 0.152 0.279 0.067
H 3.655 -1.761 -3.219 0.155 0.239 -0.139 0.089
H 4.714 -2.522 -1.994 0.419 0.509 -0.128 0.095
H 3.816 -4.391 -2.360 -0.297 0.346 -0.272 0.075
H 1.626 0.675 1.240 -0.116 -0.327 0.036 0.027
H 2.823 1.420 2.241 0.217 -0.120 0.095 0.031
H 2.134 3.671 1.014 0.224 0.061 -0.174 0.066
H 1.152 2.932 2.221 -0.122 0.153 0.305 0.074
H 0.185 1.753 -0.162 -0.149 -0.230 -0.065 0.065
H 0.476 3.464 -0.506 -0.035 0.005 -0.479 0.039
H -4.134 2.629 -0.189 -0.133 0.086 0.117 0.126
H -2.589 2.917 -0.975 0.271 0.203 0.259 0.079
H -2.841 1.453 -2.627 0.167 -0.268 -0.337 0.123
H -4.521 1.931 -2.391 -0.259 -0.216 -0.166 0.123
H -5.525 0.665 -0.517 -0.370 -0.067 -0.214 0.120
H -5.036 -1.067 -0.427 -0.392 -0.114 0.024 0.122
H -4.382 0.725 1.465 0.153 0.211 0.303 0.111
H -3.387 -0.657 1.072 0.393 -0.098 0.147 0.096
H 6.008 0.010 0.658 0.230 0.309 -0.280 0.027
H 5.130 -1.354 0.149 -0.178 -0.264 -0.276 0.035
H 4.623 0.260 2.681 0.173 0.309 0.168 0.041
H 2.610 -1.212 1.611 -0.054 0.192 -0.206 0.043
H 2.994 -1.216 3.315 -0.150 -0.134 0.289 0.073
H 3.559 -2.513 2.278 0.155 -0.302 -0.085 0.053
H 6.307 2.330 -3.578 0.268 -0.048 0.382 0.037
H 4.408 1.308 -4.309 -0.160 -0.332 0.244 0.030
O -6.205 -5.217 -4.574 0.082 -0.152 0.075 -0.280
S -5.446 -4.408 -5.479 -0.095 0.484 -0.101 0.563
O -4.107 -4.767 -5.822 0.006 -0.193 0.050 -0.270
O -5.479 -2.902 -4.971 -0.074 -0.106 -0.170 -0.264
C -5.078 -2.639 -3.606 0.239 0.159 0.617 -0.249
C -3.578 -2.676 -3.413 0.108 -0.300 -0.215 -0.067
C -6.366 -4.154 -6.958 -0.060 0.024 -0.036 -0.127
H -5.586 -3.335 -2.936 -0.042 -0.099 -0.146 0.114
H -5.450 -1.641 -3.384 -0.079 0.017 -0.198 0.112
H -3.178 -3.680 -3.555 -0.049 -0.012 -0.001 0.075
H -3.326 -2.345 -2.408 -0.046 0.099 -0.006 0.071
H -3.083 -2.024 -4.132 -0.006 0.088 0.065 0.090
H -7.375 -3.848 -6.697 0.001 0.006 0.017 0.072
H -6.381 -5.101 -7.492 0.031 -0.030 0.037 0.074
H -5.867 -3.394 -7.553 0.028 -0.002 0.010 0.074
O -2.060 -0.525 6.020 -0.035 0.210 0.020 -0.283
S -3.284 -1.238 5.838 -0.023 -0.331 0.017 0.544
O -4.428 -0.593 5.273 0.025 0.126 -0.026 -0.285
O -3.700 -1.894 7.235 -0.002 -0.132 -0.118 -0.266
C -3.769 -1.022 8.379 -0.073 0.355 0.412 -0.258
C -5.016 -0.159 8.379 -0.029 0.040 -0.224 -0.076
C -2.977 -2.735 4.968 0.004 -0.072 0.005 -0.116
H -2.865 -0.415 8.433 0.025 -0.036 -0.139 0.114
H -3.772 -1.683 9.244 0.031 -0.161 -0.120 0.119
H -4.998 0.562 7.564 0.022 0.004 0.009 0.071
H -5.091 0.390 9.319 0.038 -0.055 0.042 0.079
H -5.907 -0.774 8.254 0.000 -0.021 0.065 0.082
H -2.131 -3.241 5.426 0.012 0.017 0.007 0.076
H -2.746 -2.459 3.941 0.016 0.085 0.012 0.072
H -3.871 -3.351 5.004 -0.018 0.023 0.003 0.074



Entry 2:
102
Properties=species:S:1:pos:R:3:forces:R:3:lowdin_charge:R:1 method="wB97M-V/def2-TZVPD" total_charge=0 multiplicity=1 e_tot_ev=-121545.73414
Zn 3.373 -1.531 -19.750 -0.242 -1.168 -1.664 0.771
S 3.744 -1.023 -17.268 1.740 -0.819 0.597 0.277
O 2.560 -0.653 -16.551 -0.904 0.564 1.292 -0.321
O 4.968 -1.087 -16.473 -0.960 0.741 0.118 -0.320
O 3.596 -2.241 -18.017 -1.013 -5.783 1.561 -0.339
O 3.896 -0.204 -18.453 1.141 5.644 -1.880 -0.361
C -0.025 0.619 -20.658 0.046 -0.263 0.675 0.025
C 0.847 0.197 -19.480 -1.485 2.439 -0.913 -0.515
O 1.390 -0.882 -19.497 1.225 -2.512 -0.008 0.002
N 0.983 1.095 -18.508 -0.276 1.203 -0.152 0.083
C 0.544 2.512 -18.574 -0.256 -0.183 0.765 -0.033
H -0.934 1.081 -20.273 0.143 0.417 -0.270 0.087
H -0.342 -0.243 -21.245 0.413 0.010 0.037 0.085
H 0.604 1.292 -21.239 -0.445 0.171 -0.295 0.097
H 1.411 0.806 -17.640 0.450 -0.230 -0.073 0.088
H 0.489 2.976 -19.559 0.154 -0.611 -0.100 0.087
H 1.209 3.144 -17.986 0.328 -0.323 -0.034 0.079
H -0.423 2.635 -18.086 -0.214 -0.127 -0.146 0.084
C 0.710 -3.533 -16.989 0.033 1.043 -0.317 0.010
C 1.594 -4.012 -15.869 -0.807 -2.621 -0.783 -0.563
O 1.654 -5.235 -15.726 0.456 0.237 0.579 0.012
N 2.170 -3.110 -15.088 0.141 1.060 0.547 0.039
C 3.064 -3.364 -13.972 0.643 0.334 -0.378 -0.039
H 1.109 -2.611 -17.414 -0.291 0.185 -0.055 0.052
H -0.293 -3.372 -16.595 -0.019 0.214 0.094 0.091
H 0.603 -4.249 -17.803 0.346 -0.180 0.416 0.059
H 2.254 -2.201 -15.519 -0.208 0.153 0.290 0.070
H 3.106 -4.423 -13.717 -0.007 0.195 -0.137 0.095
H 2.887 -2.744 -13.093 -0.923 -0.199 0.099 0.073
H 4.035 -2.963 -14.261 0.452 -0.651 -0.233 0.057
C 2.334 0.784 -13.335 -0.881 0.492 -0.580 0.010
C 0.910 1.067 -13.879 -0.053 -0.498 0.805 -0.546
O 0.089 1.634 -13.189 -0.289 0.573 0.543 0.043
N 0.563 0.560 -15.076 1.311 -0.657 -0.506 0.003
C -0.797 0.460 -15.545 0.058 0.326 -0.001 -0.069
H 2.274 -0.053 -12.638 -0.095 -0.009 -0.025 0.081
H 2.596 1.680 -12.773 0.269 -0.137 -0.044 0.089
H 3.062 0.553 -14.112 0.019 0.051 0.025 0.044
H 1.314 0.052 -15.522 -0.410 -0.165 -0.206 0.051
H -1.178 1.477 -15.630 -0.460 -0.146 0.036 0.082
H -1.423 -0.140 -14.884 -0.039 0.210 0.213 0.089
H -0.834 -0.023 -16.522 0.260 0.089 -0.045 0.073
C 6.983 -3.179 -21.656 0.288 -0.042 -0.207 0.024
C 6.437 -2.223 -20.639 0.383 -0.237 -0.102 -0.503
O 5.227 -2.178 -20.405 -0.672 0.486 -0.202 0.004
N 7.329 -1.474 -20.011 0.721 0.563 -0.386 0.054
C 7.020 -0.477 -19.020 -0.292 -0.026 1.235 -0.038
H 7.384 -2.602 -22.489 -0.089 0.001 -0.145 0.092
H 6.212 -3.855 -22.023 0.109 0.110 0.166 0.089
H 7.828 -3.726 -21.239 -0.110 -0.182 0.027 0.094
H 8.310 -1.563 -20.234 -0.279 -0.270 -0.239 0.154
H 6.364 -0.966 -18.299 0.003 0.371 0.109 0.062
H 6.566 0.458 -19.348 -0.130 -0.180 -0.513 0.080
H 7.930 -0.192 -18.494 0.070 -0.196 -0.089 0.099
C 7.190 1.608 -15.689 -0.133 -0.183 -0.447 0.005
C 6.797 1.074 -14.333 0.745 0.555 0.158 -0.577
O 7.248 1.672 -13.371 -0.150 0.118 0.811 0.032
N 6.057 -0.039 -14.224 0.142 0.185 0.070 0.016
C 5.672 -0.574 -12.928 -0.631 -0.349 -0.898 -0.052
H 6.786 1.069 -16.546 0.043 -0.079 0.020 0.054
H 8.280 1.623 -15.711 0.005 -0.198 -0.102 0.091
H 6.902 2.655 -15.774 -0.184 -0.046 0.133 0.079
H 5.740 -0.479 -15.076 -0.201 0.051 0.235 0.050
H 4.929 0.079 -12.470 0.438 0.170 0.474 0.073
H 6.517 -0.834 -12.290 -0.064 0.397 0.036 0.092
H 5.120 -1.488 -13.151 0.136 -0.168 0.108 0.058
C 5.582 -4.600 -17.613 0.631 0.773 0.659 0.000
C 6.811 -4.167 -16.794 1.688 -3.744 -0.753 -0.523
O 7.790 -4.960 -16.803 -1.134 1.534 0.239 -0.019
N 6.769 -3.046 -16.104 -0.660 0.889 0.376 0.027
C 7.830 -2.522 -15.283 1.009 -0.112 -0.378 -0.054
H 4.672 -4.473 -17.026 -0.105 0.080 -0.167 0.074
H 5.713 -5.646 -17.889 0.112 0.230 0.002 0.084
H 5.551 -3.945 -18.483 -0.362 -0.159 -0.136 0.058
H 5.992 -2.440 -16.328 -0.042 0.040 0.310 0.058
H 7.980 -1.461 -15.482 -0.057 -0.028 -0.076 0.073
H 8.742 -3.056 -15.550 0.038 0.027 -0.003 0.084
H 7.717 -2.630 -14.204 -0.484 -0.184 -0.004 0.083
C 3.300 -5.566 -19.857 -0.642 -0.417 0.117 0.032
C 2.296 -4.487 -20.219 1.595 0.716 0.251 -0.460
O 2.735 -3.345 -20.482 -0.896 -0.582 -0.523 -0.026
N 1.005 -4.796 -20.240 -0.216 -0.232 -0.328 0.028
C -0.041 -3.871 -20.664 0.416 0.077 0.822 -0.032
H 3.364 -5.679 -18.774 0.182 0.439 0.125 0.084
H 4.274 -5.338 -20.288 -0.194 0.105 0.196 0.088
H 2.975 -6.557 -20.174 -0.073 0.055 -0.357 0.087
H 0.729 -5.614 -19.716 0.097 -0.148 -0.418 0.149
H -0.368 -4.006 -21.696 0.105 -0.288 0.061 0.090
H 0.380 -2.872 -20.550 -0.351 0.076 0.060 0.062
H -0.856 -4.049 -19.962 -0.247 0.425 -0.280 0.092
C 5.255 4.657 -17.762 -0.360 -0.150 0.799 0.000
C 5.236 3.191 -18.187 0.729 3.010 0.980 -0.617
O 5.983 2.873 -19.066 1.550 -1.135 -2.568 0.041
N 4.521 2.305 -17.548 -1.519 -0.437 0.754 0.036
C 3.737 2.479 -16.339 0.174 -0.076 -0.416 -0.039
H 4.261 5.103 -17.794 -0.013 0.137 -0.209 0.074
H 5.987 5.234 -18.328 -0.294 -0.297 -0.227 0.084
H 5.557 4.724 -16.717 0.040 -0.029 0.181 0.073
H 4.542 1.418 -18.032 -0.255 -0.418 0.361 0.082
H 3.595 3.534 -16.106 0.249 -0.075 0.051 0.091
H 4.257 1.963 -15.532 -0.252 0.138 0.314 0.074
H 2.738 2.058 -16.460 0.046 -0.161 0.089 0.053



Q: Which lowest unoccupied orbital energy values were calculated for the entries above? A: 0.067; -0.015, in Eh.
Q: Which highest occupied orbital energy values were calculated for the entries above? A: -4.8523; -8.8004, in eV.
Q: Which orbital gap values were calculated for the entries above? A: 6.6715; 8.3820, in eV.